{
  "formula": "C25H25BCl2O4",
  "method": "wB97M-V/def2-TZVPD",
  "energy_ha": -2213.53922,
  "molar_mass_g_mol": 471.19,
  "e_above_lowest_kcal_mol": 148.3,
  "multiplicity": 1,
  "symbols": ["C", "C", "C", "C", "C", "B", "O", "C", "C", "C", "C", "O", "C", "O", "O", "H", "H", "H", "H", "H", "H", "H", "H", "H", "H", "H", "H", "H", "H", "Cl", "C", "C", "C", "C", "C", "C", "C", "C", "C", "C", "C", "Cl", "C", "C", "C", "C", "H", "H", "H", "H", "H", "H", "H", "H", "H", "H", "H"],
  "positions_angstrom": [[-5.31, 3.05, -2.23], [-3.90, 2.48, -2.44], [-3.60, 1.55, -3.52], [-2.25, 0.85, -3.56], [-1.11, 0.75, -2.73], [-4.36, 0.53, 1.19], [-4.68, -0.33, 2.24], [-3.28, -0.74, 2.67], [-2.28, -0.28, 1.48], [-0.86, -0.79, 1.64], [-2.33, 1.29, 1.48], [-3.73, 1.76, 1.36], [-2.95, -0.86, 0.12], [-4.22, -0.09, -0.14], [-3.08, 2.86, -1.58], [-6.06, 2.82, -2.99], [-5.70, 2.69, -1.27], [-5.25, 4.15, -2.18], [-4.48, 1.11, -4.05], [-2.49, 0.20, -4.44], [-3.08, -0.16, 3.60], [-3.36, -1.83, 2.88], [-0.06, -0.06, -1.37], [-0.65, -0.61, 2.70], [-0.79, -1.89, 1.56], [-1.83, 1.56, 2.44], [-1.83, 1.64, 0.56], [-2.31, -0.61, -0.77], [-3.11, -1.94, 0.32], [5.41, -1.50, 4.18], [3.91, -1.27, 3.37], [3.05, -0.26, 3.83], [1.85, 0.02, 3.12], [1.62, -0.58, 1.85], [0.32, -0.08, 0.84], [0.68, -0.42, -0.62], [2.00, 0.26, -0.74], [3.17, -0.24, -1.34], [4.37, 0.52, -1.26], [5.48, 0.13, -1.94], [5.51, -1.02, -2.71], [6.90, -1.43, -3.59], [4.37, -1.83, -2.76], [3.20, -1.49, -2.07], [2.37, -1.73, 1.56], [3.55, -2.03, 2.26], [3.33, 0.32, 4.71], [1.10, 0.70, 3.55], [0.21, 1.01, 1.06], [0.81, -1.51, -0.71], [2.08, 1.25, -0.27], [4.32, 1.44, -0.65], [6.37, 0.73, -1.89], [4.37, -2.75, -3.33], [2.32, -2.14, -2.13], [2.06, -2.40, 0.75], [4.20, -2.82, 1.92]],
  "mulliken_charge": [-1.072, 1.073, -0.751, -0.422, -0.475, 0.781, -0.494, -0.568, 1.041, -2.528, -0.531, -0.412, -0.302, -0.448, -0.623, 0.358, 0.194, 0.294, 0.199, 0.226, 0.333, 0.351, -1.082, 0.604, 0.398, 0.308, 0.282, 0.085, 0.363, -0.215, 0.296, -0.918, -0.224, -0.011, 0.231, 1.781, -0.556, 0.736, -0.439, -0.659, 0.388, -0.170, -0.870, -0.245, -0.096, -0.834, 0.402, 0.390, 0.659, 0.416, 0.296, 0.392, 0.421, 0.401, 0.456, 0.369, 0.419]
}